14
Properties=species:S:1:pos:R:3 method="wB97M-V/def2-TZVPD" smiles="C1=C[C@H]2CN2N=CO1" e_lumo_ev=0.935 e_above_lowest_kcal_mol=114.8 multiplicity=1 orbital_gap_ev=9.4
O 1.86 -0.39 -0.21
N -0.85 -0.71 -0.62
N -0.10 -1.78 -0.11
C 1.19 -1.57 0.03
C 0.27 1.44 -0.19
C -2.08 -0.09 -0.11
C -0.71 0.46 0.28
C 1.55 0.96 -0.21
H 2.64 1.43 -0.05
H -0.03 2.57 -0.15
H -0.38 0.25 1.31
H 1.93 -2.41 0.22
H -2.59 0.42 -0.95
H -2.71 -0.58 0.75